[1]
DFT (wB97M-V/def2-TZVPD) results for C39H54N2O2P2Re as an isolated structure in a non-equilibrium geometry.

```
100
C39H54N2O2P2Re wB97M-V/def2-TZVPD
Re 1.70961 2.00050 -2.24545
C -0.06989 3.07337 -2.88852
C 0.24404 2.09319 -3.90109
C -0.87620 1.01160 -2.14945
C -0.72407 2.36797 -1.77680
C -0.17654 0.79602 -3.38531
C 0.41474 4.46684 -2.82818
H 1.21121 4.64002 -3.55834
H 0.84234 4.68132 -1.83410
H -0.40453 5.17483 -2.97658
C -1.28340 2.95207 -0.51182
H -0.79714 3.89708 -0.24765
H -1.26989 2.19700 0.29404
H -2.34833 3.20452 -0.66260
C -1.70886 -0.00714 -1.41419
H -2.48866 -0.40761 -2.07763
H -2.31744 0.44279 -0.60372
H -1.13214 -0.90236 -1.02340
C -0.46528 -0.41462 -4.24868
H -1.21096 -0.21298 -5.04138
H -0.90156 -1.24414 -3.65006
H 0.43051 -0.78361 -4.74743
C 0.75361 2.33883 -5.27342
H 0.01858 2.68929 -5.99572
H 1.15218 1.43410 -5.71228
H 1.55718 3.05811 -5.19962
C 4.39178 2.04293 -1.15566
C 3.86474 2.97843 -2.00524
C 4.35498 3.10496 -3.42956
C 3.83672 1.90842 -4.21862
C 2.60770 1.19548 -3.77027
C 2.60051 0.30349 -2.45364
C 4.04200 -0.21332 -2.23444
C 5.01097 0.81093 -1.61740
H 5.44779 3.07636 -3.47605
H 4.62511 1.17404 -4.34916
H 4.04285 4.03356 -3.92173
H 5.91259 0.89788 -2.24660
H 4.60159 2.32115 -0.15625
H 3.60920 3.95898 -1.59700
H 5.42691 0.35834 -0.71307
H 3.99847 -1.08771 -1.55647
H 1.96043 -0.60665 -2.44345
H 4.49365 -0.55146 -3.19673
H 3.50389 2.28996 -5.17290
H 2.16073 0.57697 -4.53412
P 0.83603 0.73203 1.43716
P 0.55512 -2.35610 -0.65182
C 2.17513 -0.62529 1.11171
C 1.89385 -2.04974 0.64133
H 2.63095 -0.68808 2.10550
H 2.84410 -0.13435 0.37677
H 2.82568 -2.42539 0.17191
H 1.65771 -2.71715 1.48829
C -0.65643 -3.57094 0.03726
H -1.37470 -3.79217 -0.77096
H -1.22201 -3.08347 0.84723
H -0.15174 -4.49178 0.39273
C 1.45449 -3.44171 -1.80576
H 2.18570 -4.06345 -1.26363
H 1.94955 -2.79880 -2.54763
H 0.74693 -4.09314 -2.34114
C 1.21154 1.48159 3.07265
H 0.26128 1.93665 3.33379
H 1.94390 2.27673 2.99922
H 1.47131 0.75199 3.83193
C 1.76208 2.14063 0.57770
H 0.93033 2.77861 0.41129
H 2.15358 1.73741 -0.41929
H 2.51713 2.75236 1.11692
O 0.82421 -1.59517 3.60342
C -0.34389 -1.33968 3.32339
N -1.45082 -1.88182 3.99171
C -2.71053 -1.38402 3.51992
C -2.18077 -0.33124 2.45491
O -2.92245 0.44532 1.85053
N -0.79672 -0.44875 2.33796
C -3.42073 -2.46552 2.73264
C -4.71034 -2.25741 2.24749
C -5.33660 -3.23274 1.45714
C -4.65036 -4.40371 1.10379
C -3.36063 -4.62497 1.60423
C -2.78050 -3.67816 2.46405
C -3.49341 -0.87680 4.72564
C -4.43379 -1.68846 5.37501
C -4.93396 -1.30933 6.61399
C -4.49772 -0.13894 7.23047
C -3.58534 0.69556 6.56983
C -3.06912 0.31653 5.31812
H -1.28130 -2.35677 4.87847
H -5.21483 -1.32295 2.48546
H -6.35318 -3.06770 1.08883
H -5.11892 -5.16840 0.46995
H -2.78898 -5.53067 1.33780
H -1.78008 -3.87442 2.87764
H -4.75493 -2.61090 4.89558
H -5.65021 -1.96782 7.10062
H -4.86676 0.12155 8.21973
H -3.25553 1.62182 7.04599
H -2.33504 0.97940 4.83025
```

The energy above the lowest of the compared OMol25 structures with the same formula, charge and spin comes out at 0.000 eV. Its expectation value of S² is 3.782. Its HOMO energy (spin up / spin down) is -0.4609 / -0.4621 Ha. As for the max |F|: 4.54 eV Å⁻¹. For the gap between HOMO and LUMO (spin up / spin down), the calculation gives 4.6 / 4.8 eV. Its net charge is +2. As for the spin multiplicity: 4.

[2]
DFT (wB97M-V/def2-TZVPD) results for C20H11F9N4O2 in the gas phase in a non-equilibrium geometry.

```
46
C20H11F9N4O2 wB97M-V/def2-TZVPD
N -1.54550 -1.51001 -2.75047
C -0.99379 -1.92971 -1.63063
N -1.69276 -2.32115 -0.70416
O -3.18456 -2.53707 -0.93861
C -3.94398 -1.56679 -0.83679
O -5.21112 -1.50271 -0.78124
C -3.26452 -0.29624 -0.21713
C -2.24188 0.08517 0.47783
N -1.71602 1.30066 0.23167
N -2.16237 1.76570 -0.76856
C -3.16818 1.17229 -1.18380
H -3.78772 1.28502 -2.18212
C -0.57895 1.77349 0.84726
C 0.51127 1.36063 1.51813
C 1.52410 1.97297 1.91144
C 1.42872 3.34053 2.19222
C 0.45058 3.88572 1.58297
C -0.67406 3.29111 1.05668
H -1.38080 3.95802 0.48010
H 0.35809 5.17360 1.66109
H 2.27456 3.91822 2.40704
H 2.26341 1.55311 2.59994
H 0.53945 0.31205 1.49727
C -2.04006 -0.68393 2.01011
F -0.87007 -1.32921 1.54937
F -1.74963 0.07659 2.90767
F -2.98313 -1.74117 2.08776
C 0.28644 -1.46176 -1.28173
C 0.88053 -2.53383 -0.32115
C 2.25871 -2.18159 0.07680
C 2.79717 -0.80571 -0.38260
C 2.02641 -0.07149 -1.25377
C 0.83121 -0.35607 -1.58031
H 0.21895 0.18233 -2.21961
C 2.59013 1.23523 -1.48998
F 3.20439 1.49747 -2.68881
F 3.60987 1.71301 -0.82889
F 1.68203 2.27784 -1.23500
H 3.74700 -0.59887 0.04793
C 2.90809 -2.93200 0.99231
F 3.26464 -2.61492 2.28346
F 4.12172 -3.19173 0.65121
F 2.36929 -4.30441 1.08157
H 0.45922 -3.57179 -0.11043
H -1.04910 -1.23298 -3.64031
H -2.36779 -1.85560 -3.12574
```

Its HOMO energy is -0.3236 Ha. As for the max |F|: 11.88 eV Å⁻¹. For the gap between HOMO and LUMO, the calculation gives 7.8 eV. Its net charge is 0.

[3]
DFT (wB97M-V/def2-TZVPD) results for C33H57LuN3O5Si as an isolated structure in a non-equilibrium geometry.

```
100
C33H57LuN3O5Si wB97M-V/def2-TZVPD
O 1.57463 2.74945 -0.17603
O 3.75515 1.66424 0.85648
C 1.91693 3.16042 -1.62809
C 0.72808 3.91977 -2.13752
H 2.09934 2.20652 -2.13293
H 2.83334 3.75947 -1.56486
H -0.19526 3.33304 -2.05650
H 0.87496 4.15576 -3.19549
H 0.59024 4.86560 -1.60214
C 1.45752 3.90124 0.83303
C 2.63012 4.83363 0.77286
H 1.34654 3.37694 1.78702
H 0.51480 4.36610 0.54861
H 3.55442 4.34587 1.10002
H 2.45351 5.66552 1.46126
H 2.77687 5.27120 -0.22061
C 3.67792 1.22023 2.22892
C 4.85007 1.15553 0.07568
C 4.15831 2.28965 3.17211
H 4.26134 0.29441 2.33121
H 2.61975 0.98256 2.40835
H 5.21551 2.51611 3.00631
H 4.04677 1.93440 4.19813
H 3.57366 3.20832 3.06538
C 6.14481 1.85924 0.38359
H 4.55501 1.30536 -0.96758
H 4.92786 0.07615 0.25659
H 6.04576 2.94477 0.30162
H 6.89664 1.53852 -0.33761
H 6.51388 1.61314 1.38061
H 2.25821 2.08743 0.14982
N -2.55537 -0.90555 -1.46786
C -2.86138 -2.20259 -1.63750
C -2.50082 -3.21458 -0.72857
C -1.96783 -3.10594 0.56636
C -3.61513 -2.61667 -2.87278
H -3.02806 -2.44741 -3.78937
H -4.57677 -2.09159 -2.95931
H -3.82626 -3.68907 -2.81474
C -1.57652 -4.37976 1.27040
H -2.26888 -4.61660 2.09167
H -0.55271 -4.32493 1.67300
H -1.60677 -5.20510 0.54927
N -1.88995 -1.94069 1.23548
C -2.86472 0.10534 -2.46102
C -1.93366 0.40278 -3.48330
C -0.63230 -0.33419 -3.60674
C -2.22611 1.42470 -4.38238
H -1.48290 1.67284 -5.14122
C -3.44020 2.10060 -4.33753
H -3.65735 2.88600 -5.05730
C -4.38081 1.75496 -3.36798
H -5.34737 2.25291 -3.34564
C -4.10767 0.76691 -2.42671
C -5.12996 0.45025 -1.37914
C -1.93160 -1.87386 2.66705
C -0.74813 -1.57616 3.36833
C 0.57812 -1.61678 2.67119
C -0.82708 -1.28397 4.73213
H 0.08661 -0.98637 5.24670
C -2.04068 -1.36673 5.42524
H -2.09134 -1.12184 6.48609
C -3.18251 -1.78007 4.74092
H -4.13469 -1.88287 5.25432
C -3.13887 -2.03156 3.37382
C -4.38836 -2.43522 2.67695
Lu -1.29503 -0.09670 0.15968
H 0.22065 0.28436 -3.27764
H -0.43944 -0.60819 -4.65983
H -0.61882 -1.25655 -3.01608
H -5.03176 -0.56719 -0.98246
H -6.13397 0.55829 -1.82124
H -5.07546 1.14406 -0.52597
H 1.32347 -1.07784 3.27053
H 0.57928 -1.15999 1.66249
H 0.93848 -2.65116 2.53770
H -4.61670 -1.78916 1.82409
H -5.21079 -2.35904 3.39474
H -4.34648 -3.47978 2.34758
H -2.69337 -4.22916 -1.06829
C 1.01551 -0.25609 -0.50097
Si 1.84037 -1.81267 -1.14842
H 1.00828 0.51445 -1.28936
H 1.60555 0.14599 0.33226
C 3.00965 -1.28629 -2.52796
C 0.81512 -3.23860 -1.83876
C 2.85315 -2.64915 0.19815
H 3.35289 -1.92596 0.85225
H 3.62492 -3.26508 -0.28456
H 2.23469 -3.31349 0.81520
H 2.49246 -0.68527 -3.28709
H 3.40960 -2.18482 -3.01720
H 3.84597 -0.69774 -2.12816
H -0.01250 -2.96023 -2.49512
H 0.40293 -3.86671 -1.03976
H 1.49789 -3.86578 -2.43415
O -2.80801 2.65374 2.56086
N -2.37377 1.86030 1.76906
O -3.01645 0.75264 1.41860
O -1.20700 1.98104 1.13173
```

Its HOMO energy is -0.3775 Ha. As for the max |F|: 2.73 eV Å⁻¹. For the gap between HOMO and LUMO, the calculation gives 8.0 eV. Its net charge is +1.

[4]
DFT (wB97M-V/def2-TZVPD) results for C4H6O3Rb as an isolated structure in a non-equilibrium geometry.

```
14
C4H6O3Rb wB97M-V/def2-TZVPD
Rb 1.76064 -0.60989 3.72636
C 0.81453 -0.89592 -1.22411
C 0.35066 0.26212 -0.40213
C -1.11968 0.62890 -0.64309
O -1.55874 0.83682 0.66681
C -0.66820 0.46726 1.57798
O -0.86929 0.41765 2.79708
O 0.40701 0.01983 1.00942
H 1.86301 -1.07520 -0.98606
H 0.69756 -0.68325 -2.28674
H 0.28244 -1.82980 -1.04291
H 0.90559 1.12863 -0.76176
H -1.65458 -0.17471 -1.14926
H -1.21090 1.50754 -1.28165
```

The energy above the lowest of the compared OMol25 structures with the same formula, charge and spin comes out at 0.000 eV. Its expectation value of S² is 0.756. Its HOMO energy (spin up / spin down) is -0.7674 / -0.7460 Ha. As for the max |F|: 6.09 eV Å⁻¹. For the gap between HOMO and LUMO (spin up / spin down), the calculation gives 13.8 / 5.5 eV. Its net charge is +2. As for the spin multiplicity: 2.

[5]
DFT (wB97M-V/def2-TZVPD) results for CH2BNO2 in the gas phase in a non-equilibrium geometry.

```
7
CH2BNO2 wB97M-V/def2-TZVPD
B 1.17946 0.03785 0.00707
C 3.02481 0.05040 0.02600
N 4.18690 0.02346 -0.01495
O 0.59080 -1.17341 0.04121
O 0.57702 1.20817 0.03010
H -0.37494 -1.02943 0.20635
H -0.34535 1.00202 -0.00956
```

The energy above the lowest of the compared OMol25 structures with the same formula, charge and spin comes out at 0.452 eV. Its HOMO energy is -0.4332 Ha. As for the max |F|: 4.96 eV Å⁻¹. For the gap between HOMO and LUMO, the calculation gives 11.4 eV. Its net charge is 0.

[6]
DFT (wB97M-V/def2-TZVPD) results for C5H6O2 in the gas phase.

```
13
C5H6O2 wB97M-V/def2-TZVPD
C -0.50131 -1.48769 -0.94618
C 0.35415 -0.61147 -0.04027
O 1.73454 -0.85183 -0.26997
C 0.14781 0.87485 -0.25521
O 0.18989 1.36310 -1.36035
C -0.09904 1.63763 0.98701
C -0.59551 2.14262 1.96795
H -0.24985 -2.53634 -0.76895
H -0.34170 -1.27030 -2.00610
H -1.56724 -1.36856 -0.71194
H 0.07882 -0.78955 1.00279
H 2.20002 -0.06073 0.04249
H -1.07310 2.66916 2.77587
```

The energy above the lowest of the compared OMol25 structures with the same formula, charge and spin comes out at 2.579 eV. Its HOMO energy is -0.3780 Ha. As for the max |F|: 0.75 eV Å⁻¹. For the gap between HOMO and LUMO, the calculation gives 10.1 eV. Its net charge is 0.

[7]
DFT (wB97M-V/def2-TZVPD) results for a 10-piece molecular cluster, C18H27F6N9P overall in a non-equilibrium geometry.

```
61
C18H27F6N9P wB97M-V/def2-TZVPD
P 9.45204 9.79113 10.23060
F 10.66323 10.71872 10.71813
F 9.44963 10.66815 8.88287
F 10.48643 8.81340 9.55283
F 8.25826 8.85530 9.73494
F 9.44149 9.00970 11.67286
F 8.41734 10.82035 11.01698
C 5.85065 8.17208 10.63639
C 5.41968 9.37697 9.94423
N 5.04303 10.38154 9.52300
H 5.07228 7.51838 10.92816
H 6.56149 8.43921 11.50271
H 6.40128 7.66544 9.91077
C 10.12486 14.02176 7.77138
C 11.45148 14.48292 7.96758
N 12.54734 14.65670 8.27129
H 9.77051 14.31077 6.75198
H 9.44840 14.45134 8.53308
H 10.00546 12.97680 7.91522
C 12.99983 7.97838 11.73817
C 12.46267 7.06878 12.70942
N 12.00730 6.42795 13.55377
H 13.88116 8.43710 12.19466
H 12.23099 8.71127 11.54350
H 13.16174 7.50010 10.76719
C 6.21173 10.97193 15.17638
C 6.33608 12.35176 15.58337
N 6.46824 13.42635 16.00579
H 6.43622 10.76674 14.16003
H 5.27920 10.54094 15.27742
H 6.93401 10.41669 15.77444
C 6.55495 13.16015 9.88952
C 7.19088 14.39496 9.76221
N 7.81030 15.35489 9.61848
H 5.67955 12.89742 9.29050
H 6.40097 12.88789 10.95153
H 7.32998 12.47141 9.61085
C 8.59186 6.71077 7.26202
C 7.69678 5.59423 7.30514
N 7.04335 4.65791 7.32882
H 8.20298 7.72690 7.05008
H 9.42258 6.52202 6.56581
H 9.08628 6.71378 8.27370
C 8.62468 7.20861 14.13468
C 7.17250 7.38153 14.19765
N 6.02057 7.38356 14.33298
H 9.08689 8.16060 14.36024
H 8.92406 6.88540 13.16875
H 8.93867 6.58446 14.95448
C 12.37296 13.75146 11.60021
C 12.55855 14.08419 13.03363
N 12.74422 14.28770 14.13494
H 11.70557 12.92199 11.46729
H 13.36934 13.42905 11.19100
H 12.01644 14.56234 10.95033
C 10.25239 11.76124 14.01638
C 9.92076 10.94799 15.15694
N 9.54812 10.37211 16.09974
H 11.30861 12.11388 14.21233
H 9.54602 12.55764 13.99624
H 10.18394 11.09072 13.13120
```

The energy above the lowest of the compared OMol25 structures with the same formula, charge and spin comes out at 0.397 eV. Its HOMO energy is -0.3399 Ha. As for the max |F|: 3.01 eV Å⁻¹. For the gap between HOMO and LUMO, the calculation gives 11.6 eV. Its net charge is -1.

[8]
DFT (wB97M-V/def2-TZVPD) results for a 2-piece molecular cluster, C8H12N4O2 overall in a non-equilibrium geometry.

```
26
C8H12N4O2 wB97M-V/def2-TZVPD
C -0.33319 -1.09331 1.49039
C -2.00937 -0.48543 -0.66381
C 1.80451 -0.36239 1.74276
C 1.12964 -2.27340 -0.03231
C -1.76527 1.50622 -1.86221
C -1.61575 1.57088 0.67202
C 0.83068 -0.91002 0.67340
C -1.71356 0.92510 -0.64740
N -1.23434 -1.21744 2.18469
N -2.34810 -1.58063 -0.69862
N 0.54372 0.09036 -0.34098
N 1.38175 0.43546 -1.16931
O 2.50958 -0.07335 -1.28823
O 1.21431 1.54553 -1.90103
H 1.60416 -1.19441 2.47090
H 2.76478 -0.50920 1.23538
H 1.39453 0.59649 1.96244
H 1.91175 -2.16111 -0.79428
H 0.18208 -2.60463 -0.49449
H 1.43342 -2.92153 0.72540
H -1.86669 2.52752 -1.90250
H 0.38084 2.08914 -1.73691
H -1.48707 0.83486 -2.71111
H -2.37147 1.17220 1.41763
H -1.80941 2.57096 0.61719
H -0.53154 1.52212 1.05100
```

The energy above the lowest of the compared OMol25 structures with the same formula, charge and spin comes out at 6.239 eV. Its HOMO energy is -0.3679 Ha. As for the max |F|: 3.72 eV Å⁻¹. For the gap between HOMO and LUMO, the calculation gives 9.8 eV. Its net charge is 0.